<A>
Below is a 2-piece molecular cluster, C2H3N3S overall, with properties calculated with ωB97M-V/def2-TZVPD.

## Properties
2S+1: 1
Kohn-Sham gap (alpha / beta): 0.29178 / 0.29181 Eh
HOMO energy (alpha / beta): -9.96 / -9.96 eV

Atoms and positions in Å:
C 2.453 0.934 -0.781
C 1.563 -0.088 1.225
N 3.002 1.545 -1.572
N -0.124 0.315 -0.290
N 0.259 -0.131 0.959
S 2.520 -0.256 2.509
H -0.433 -0.429 -0.888
H 0.545 0.962 -0.706
H -0.501 0.069 1.555


<B>
Below is a 2-piece molecular cluster, C2H3N3S overall, with properties calculated with ωB97M-V/def2-TZVPD.

## Properties
2S+1: 1
Kohn-Sham gap (alpha / beta): 0.27624 / 0.27597 Eh
HOMO energy (alpha / beta): -9.76 / -9.77 eV

Atoms and positions in Å:
C -0.169 0.133 0.011
C -0.355 -1.226 -0.098
N 1.163 0.271 0.181
N 0.850 -1.818 0.008
N 1.737 -0.922 0.171
S 4.231 0.231 -0.062
H -0.845 0.959 -0.036
H -1.245 -1.797 -0.255
H 1.730 1.100 0.274


Structures ranked by computed energy, the most stable listed first: <B>, <A>.


<A>
Below is a 2-piece molecular cluster, C14H16 overall, with properties calculated with ωB97M-V/def2-TZVPD.

## Properties
SMILES: Cc1ccccc1.Cc1ccccc1
2S+1: 1
Kohn-Sham gap: 0.36137 Eh
HOMO energy: -8.91 eV

Atoms and positions in Å:
C 0.369 1.360 3.646
C 0.392 2.023 2.287
C 0.890 3.307 2.113
C 0.677 3.963 0.900
C 0.149 3.294 -0.183
C -0.355 1.995 -0.013
C -0.240 1.377 1.215
H 0.447 2.127 4.408
H 1.258 0.738 3.806
H -0.566 0.827 3.804
H 1.444 3.775 2.917
H 0.926 5.019 0.875
H 0.154 3.732 -1.172
H -0.706 1.565 -0.947
H -0.790 0.485 1.473
C -2.440 -2.726 -2.089
C -0.962 -2.447 -1.886
C -0.543 -1.408 -1.047
C 0.787 -1.274 -0.686
C 1.746 -2.144 -1.203
C 1.378 -3.118 -2.117
C 0.020 -3.300 -2.371
H -2.583 -3.458 -2.875
H -2.909 -1.762 -2.278
H -2.865 -3.009 -1.124
H -1.249 -0.678 -0.692
H 1.083 -0.371 -0.180
H 2.742 -2.143 -0.775
H 2.061 -3.691 -2.726
H -0.313 -4.060 -3.078


<B>
Below is a 2-piece molecular cluster, C14H16 overall, with properties calculated with ωB97M-V/def2-TZVPD.

## Properties
SMILES: Cc1ccccc1.Cc1ccccc1
2S+1: 1
Kohn-Sham gap: 0.35904 Eh
HOMO energy: -8.84 eV

Atoms and positions in Å:
C 1.512 -1.352 0.818
C 0.423 -2.175 0.196
C -0.932 -1.896 0.344
C -1.913 -2.536 -0.399
C -1.579 -3.586 -1.242
C -0.244 -3.991 -1.281
C 0.732 -3.286 -0.588
H 2.470 -1.779 0.551
H 1.400 -1.231 1.894
H 1.408 -0.324 0.467
H -1.235 -1.124 1.047
H -2.955 -2.252 -0.293
H -2.238 -4.050 -1.970
H 0.084 -4.849 -1.853
H 1.759 -3.622 -0.726
C -1.417 2.996 -1.435
C -0.421 2.655 -0.362
C 0.935 2.495 -0.703
C 1.908 2.458 0.273
C 1.564 2.557 1.624
C 0.230 2.669 1.976
C -0.744 2.737 0.983
H -1.033 2.744 -2.425
H -1.680 4.049 -1.468
H -2.331 2.430 -1.286
H 1.175 2.334 -1.744
H 2.963 2.318 0.045
H 2.350 2.660 2.357
H -0.020 2.748 3.028
H -1.794 2.804 1.274


Structures ranked by computed energy, the most stable listed first: <B>, <A>.


<A>
Below is a 2-piece molecular cluster, C14H16 overall, with properties calculated with ωB97M-V/def2-TZVPD.

## Properties
SMILES: Cc1ccccc1.Cc1ccccc1
2S+1: 1
Kohn-Sham gap: 0.35968 Eh
HOMO energy: -8.84 eV

Atoms and positions in Å:
C 2.755 -0.800 0.652
C 1.575 -1.721 0.683
C 1.727 -3.023 1.111
C 0.604 -3.817 1.374
C -0.651 -3.264 1.407
C -0.816 -1.934 0.988
C 0.247 -1.190 0.588
H 3.695 -1.340 0.600
H 2.682 -0.117 1.497
H 2.724 -0.209 -0.273
H 2.740 -3.342 1.322
H 0.612 -4.886 1.566
H -1.483 -3.727 1.921
H -1.799 -1.476 1.037
H 0.105 -0.180 0.218
C 0.849 1.864 -2.167
C -0.455 2.047 -1.465
C -0.568 3.054 -0.463
C -1.627 3.114 0.392
C -2.681 2.203 0.246
C -2.657 1.336 -0.823
C -1.542 1.219 -1.642
H 1.114 2.481 -3.021
H 1.040 0.845 -2.491
H 1.653 1.983 -1.429
H 0.245 3.770 -0.516
H -1.527 3.739 1.271
H -3.569 2.204 0.864
H -3.497 0.672 -0.999
H -1.494 0.494 -2.446


<B>
Below is a 2-piece molecular cluster, C14H16 overall, with properties calculated with ωB97M-V/def2-TZVPD.

## Properties
SMILES: Cc1ccccc1.Cc1ccccc1
2S+1: 1
Kohn-Sham gap: 0.35442 Eh
HOMO energy: -8.72 eV

Atoms and positions in Å:
C 2.077 0.687 -2.551
C 2.799 0.078 -1.393
C 2.160 -0.945 -0.626
C 2.613 -1.275 0.663
C 3.745 -0.688 1.160
C 4.496 0.159 0.395
C 3.988 0.571 -0.806
H 1.052 0.420 -2.591
H 2.401 0.172 -3.418
H 2.223 1.721 -2.623
H 1.261 -1.440 -0.991
H 1.974 -1.932 1.228
H 3.851 -0.936 2.251
H 5.390 0.766 0.778
H 4.669 1.366 -1.194
C -5.148 0.284 0.896
C -3.648 0.076 0.702
C -2.963 -0.994 1.272
C -1.541 -0.914 1.321
C -0.940 0.138 0.588
C -1.645 0.927 -0.268
C -2.993 1.008 -0.185
H -5.697 -0.467 0.250
H -5.636 1.290 0.868
H -5.403 -0.082 1.874
H -3.467 -1.775 1.825
H -0.928 -1.686 1.720
H 0.128 0.218 0.691
H -1.196 1.596 -0.988
H -3.624 1.653 -0.848


Structures ranked by computed energy, the most stable listed first: <A>, <B>.